[1]
{
  "formula": "C2H9N3O",
  "method": "the ωB97M-V functional and the def2-TZVPD basis",
  "multiplicity": 3,
  "total_charge": 0,
  "gap_ev": [3.85, 6.82],
  "e_above_lowest_kj_mol": 226.1,
  "elements": ["C", "C", "N", "N", "N", "O", "H", "H", "H", "H", "H", "H", "H", "H", "H"],
  "positions_angstrom": [[1.63, -0.34, -0.41], [0.47, 0.46, 0.19], [-1.85, 0.17, 0.62], [-0.87, -0.46, -1.49], [-0.69, -0.37, -0.04], [0.52, 0.59, 1.72], [1.62, -1.36, -0.03], [2.56, 0.19, -0.02], [1.79, -0.12, -1.53], [0.43, 1.43, -0.26], [-1.76, 1.27, 0.56], [-1.64, -0.01, 1.67], [-1.19, -1.44, -1.54], [-1.62, 0.27, -1.66], [0.59, -0.27, 2.22]],
  "lowdin_charge": [-0.087, -0.442, -0.026, 0.072, -0.134, -0.138, 0.071, 0.099, 0.106, 0.106, 0.061, 0.059, 0.097, 0.074, 0.082]
}

=====

[2]
{
  "formula": "C15H23ClF2O4PtSi",
  "method": "the ωB97M-V functional and the def2-TZVPD basis",
  "multiplicity": 1,
  "total_charge": -2,
  "gap_ev": [5.95, 5.89],
  "e_above_lowest_kj_mol": 255.7,
  "elements": ["Pt", "F", "C", "F", "H", "C", "C", "C", "C", "O", "H", "H", "H", "H", "H", "H", "H", "H", "H", "Cl", "C", "C", "C", "C", "C", "C", "C", "O", "O", "H", "H", "H", "H", "C", "Si", "C", "C", "O", "H", "H", "H", "H", "H", "H", "H", "H", "H"],
  "positions_angstrom": [[-1.05, 0.15, 0.84], [-3.74, 1.53, 1.00], [-2.56, 1.37, 1.71], [-2.21, 2.70, 1.99], [-2.86, 0.95, 2.68], [1.82, -1.56, 1.67], [1.26, -0.65, 2.78], [1.90, 0.76, 2.66], [1.67, -1.25, 4.15], [-0.10, -0.57, 2.74], [2.91, -1.56, 1.66], [1.46, -1.19, 0.71], [1.46, -2.57, 1.82], [2.99, 0.72, 2.67], [1.55, 1.38, 3.48], [1.56, 1.19, 1.72], [2.75, -1.31, 4.26], [1.24, -2.25, 4.24], [1.27, -0.64, 4.95], [0.07, 6.75, -2.54], [0.49, 5.09, -2.20], [-0.31, 4.34, -1.36], [0.05, 3.04, -1.07], [1.21, 2.50, -1.62], [2.00, 3.27, -2.46], [1.65, 4.58, -2.76], [1.65, 1.04, -1.32], [2.75, 0.71, -1.77], [0.86, 0.34, -0.66], [-1.22, 4.76, -0.95], [-0.55, 2.42, -0.41], [2.90, 2.83, -2.86], [2.25, 5.19, -3.42], [-0.58, -3.87, -0.58], [-1.91, -2.62, -1.18], [-3.45, -3.76, -1.53], [-1.28, -2.09, -2.92], [-2.31, -1.48, -0.20], [-0.62, -4.83, -1.09], [-0.70, -4.06, 0.49], [0.41, -3.46, -0.72], [-3.21, -4.57, -2.22], [-4.27, -3.20, -1.95], [-3.80, -4.21, -0.61], [-1.09, -2.93, -3.58], [-0.35, -1.54, -2.80], [-1.98, -1.43, -3.42]],
  "lowdin_charge": [1.035, -0.084, -0.424, -0.102, 0.079, -0.057, -0.796, -0.057, -0.069, -0.325, 0.073, 0.039, 0.067, 0.067, 0.069, 0.051, 0.062, 0.064, 0.062, 0.587, -0.688, -0.106, -0.013, -0.112, -0.035, -0.132, -0.665, -0.027, -0.135, 0.100, 0.079, 0.107, 0.089, -0.186, 0.210, -0.201, -0.184, -0.475, 0.002, 0.010, 0.007, -0.003, 0.000, 0.001, 0.004, 0.006, 0.006]
}

=====

[3]
{
  "formula": "C40H64Cl2F4N3O15",
  "method": "the ωB97M-V functional and the def2-TZVPD basis",
  "multiplicity": 1,
  "total_charge": 1,
  "gap_ev": 9.37,
  "elements": ["C", "C", "C", "C", "C", "C", "C", "C", "C", "C", "C", "C", "C", "C", "C", "C", "N", "C", "C", "N", "C", "Cl", "C", "C", "Cl", "C", "C", "C", "O", "O", "C", "C", "C", "C", "N", "O", "H", "H", "H", "H", "H", "H", "H", "H", "H", "H", "H", "H", "H", "H", "H", "H", "H", "H", "H", "H", "H", "H", "H", "H", "H", "H", "H", "H", "H", "H", "H", "H", "H", "H", "H", "H", "H", "H", "H", "H", "H", "H", "H", "H", "H", "H", "H", "H", "H", "H", "H", "H", "C", "C", "O", "C", "O", "O", "F", "H", "H", "H", "C", "C", "O", "C", "O", "O", "F", "H", "H", "H", "C", "C", "O", "C", "O", "O", "F", "H", "H", "H", "C", "C", "O", "C", "O", "O", "F", "H", "H", "H"],
  "positions_angstrom": [[-4.83, 2.45, -2.50], [-3.25, 2.96, -2.57], [-2.29, 1.66, -2.30], [-1.65, 1.00, -3.68], [-0.58, -0.22, -3.30], [-1.42, -1.50, -2.63], [-0.79, -1.70, -1.11], [-1.75, -2.66, -0.14], [-3.28, -2.04, 0.03], [-3.29, -0.59, 0.82], [-3.00, -0.74, 2.44], [-2.45, 0.72, 3.04], [-0.89, 0.48, 3.47], [0.03, 0.24, 2.10], [-0.01, 1.66, 1.28], [1.42, 2.02, 0.50], [2.50, 2.40, 1.49], [3.86, 2.06, 0.92], [5.12, 2.69, 1.73], [4.85, 3.31, 3.05], [5.42, 2.62, 4.24], [6.59, 3.64, 5.32], [5.19, 1.22, 4.71], [5.86, 0.59, 6.11], [4.11, 0.09, 3.74], [3.56, 4.02, 3.23], [2.81, 3.79, 4.70], [1.51, 4.82, 4.92], [1.26, 5.88, 4.14], [0.64, 4.54, 6.10], [2.49, 3.84, 1.95], [2.80, 4.94, 0.73], [2.37, 6.48, 1.15], [0.77, 6.79, 0.91], [0.20, 6.51, -0.49], [-0.08, 7.29, 1.81], [-5.00, 1.56, -1.75], [-5.20, 2.21, -3.60], [-5.47, 3.37, -2.12], [-3.08, 3.71, -1.67], [-3.05, 3.47, -3.62], [-2.94, 0.84, -1.76], [-1.38, 1.97, -1.64], [-1.04, 1.80, -4.28], [-2.50, 0.58, -4.38], [-0.04, -0.54, -4.31], [0.20, 0.19, -2.52], [-2.56, -1.21, -2.58], [-1.22, -2.46, -3.30], [0.27, -2.21, -1.22], [-0.60, -0.63, -0.67], [-1.77, -3.78, -0.54], [-1.27, -2.62, 0.95], [-3.90, -2.79, 0.70], [-3.86, -1.98, -1.00], [-4.38, -0.13, 0.70], [-2.54, 0.15, 0.28], [-3.94, -1.01, 3.08], [-2.16, -1.56, 2.65], [-2.62, 1.57, 2.26], [-3.04, 1.05, 4.02], [-0.45, 1.32, 4.17], [-0.83, -0.53, 4.10], [1.12, -0.01, 2.51], [-0.32, -0.70, 1.50], [-0.81, 1.52, 0.42], [-0.29, 2.60, 1.93], [1.28, 2.75, -0.40], [1.76, 0.98, 0.03], [2.33, 1.81, 2.35], [3.88, 2.51, -0.19], [4.01, 0.89, 0.75], [5.92, 1.81, 1.85], [5.63, 3.50, 1.02], [5.93, 1.42, 6.96], [6.90, 0.08, 5.91], [5.08, -0.21, 6.54], [3.80, 5.19, 3.21], [2.42, 2.67, 4.80], [3.53, 4.08, 5.61], [-0.24, 5.01, 6.00], [1.37, 4.07, 2.26], [2.23, 4.70, -0.26], [3.97, 4.93, 0.47], [2.95, 7.18, 0.37], [2.75, 6.81, 2.21], [-0.75, 6.06, -0.41], [0.01, 7.45, -0.95], [3.96, -3.81, 3.79], [2.64, -3.35, 3.29], [2.05, -4.52, 2.78], [2.58, -5.54, 3.52], [2.11, -6.66, 3.57], [3.69, -5.13, 4.21], [2.79, -2.47, 2.27], [4.73, -3.84, 3.00], [4.33, -3.20, 4.61], [1.99, -2.92, 4.06], [2.22, -2.68, -7.60], [2.87, -3.07, -6.32], [1.87, -2.84, -5.35], [0.69, -3.03, -6.01], [-0.39, -3.19, -5.46], [0.86, -3.03, -7.37], [3.92, -2.26, -6.05], [2.29, -1.61, -7.80], [2.62, -3.23, -8.45], [3.19, -4.12, -6.28], [-3.92, -7.09, -0.12], [-4.93, -7.28, 0.96], [-4.39, -6.54, 2.04], [-3.67, -5.54, 1.46], [-3.29, -4.55, 2.05], [-3.43, -5.79, 0.14], [-5.01, -8.58, 1.33], [-3.10, -7.81, -0.06], [-4.37, -7.15, -1.12], [-5.93, -6.90, 0.72], [-3.34, -2.52, -6.70], [-4.42, -2.48, -7.73], [-5.60, -2.38, -6.97], [-5.24, -1.73, -5.83], [-6.03, -1.22, -5.05], [-3.88, -1.71, -5.66], [-4.45, -3.64, -8.43], [-3.16, -3.52, -6.31], [-2.40, -2.10, -7.06], [-4.35, -1.63, -8.42]],
  "lowdin_charge": [-0.139, -0.246, -0.225, -0.202, -0.193, -0.176, -0.210, -0.181, -0.192, -0.197, -0.182, -0.200, -0.213, -0.175, -0.147, -0.123, -0.128, -0.127, -0.145, -0.149, -0.555, 0.557, -0.544, -0.127, 0.603, -0.191, -0.023, -0.241, -0.019, -0.004, -0.151, -0.115, -0.096, -0.296, 0.033, -0.024, 0.072, 0.091, 0.072, 0.099, 0.117, 0.087, 0.082, 0.107, 0.114, 0.103, 0.090, 0.096, 0.107, 0.121, 0.061, 0.121, 0.091, 0.096, 0.110, 0.120, 0.073, 0.120, 0.103, 0.104, 0.115, 0.105, 0.118, 0.088, 0.093, 0.091, 0.120, 0.144, 0.155, 0.140, 0.159, 0.150, 0.153, 0.136, 0.084, 0.102, 0.088, 0.162, 0.131, 0.146, 0.133, 0.163, 0.107, 0.126, 0.143, 0.114, 0.080, 0.102, -0.088, -0.349, 0.144, -0.496, 0.159, 0.081, 0.037, 0.152, 0.134, 0.177, -0.072, -0.329, 0.139, -0.494, 0.128, 0.076, 0.082, 0.151, 0.149, 0.180, -0.071, -0.329, 0.150, -0.493, 0.124, 0.058, 0.085, 0.152, 0.147, 0.179, -0.084, -0.330, 0.145, -0.502, 0.141, 0.057, 0.083, 0.149, 0.137, 0.178]
}

=====

[4]
{
  "formula": "C4H7NO3",
  "method": "the ωB97M-V functional and the def2-TZVPD basis",
  "multiplicity": 1,
  "total_charge": 0,
  "gap_ev": 10.68,
  "e_above_lowest_kj_mol": 118.7,
  "smiles": "C=CC(O)(O)C(N)=O",
  "elements": ["C", "C", "C", "O", "O", "C", "N", "O", "H", "H", "H", "H", "H", "H", "H"],
  "positions_angstrom": [[-1.78, -1.09, -0.26], [-0.87, -0.34, -0.85], [0.56, -0.22, -0.37], [0.90, -1.17, 0.60], [1.43, -0.28, -1.46], [0.70, 1.18, 0.29], [0.18, 1.26, 1.52], [1.21, 2.09, -0.32], [-1.53, -1.69, 0.60], [-2.79, -1.15, -0.62], [-1.09, 0.27, -1.71], [1.12, -1.99, 0.13], [1.87, 0.58, -1.55], [0.23, 2.12, 2.03], [-0.13, 0.42, 1.98]],
  "lowdin_charge": [0.036, -0.075, -0.551, 0.025, 0.045, -0.472, 0.206, 0.082, 0.062, 0.058, 0.120, 0.124, 0.103, 0.123, 0.113]
}

=====

[5]
{
  "formula": "C43H56Cl2N5O7Si3Ti",
  "method": "the ωB97M-V functional and the def2-TZVPD basis",
  "multiplicity": 2,
  "total_charge": -2,
  "gap_ev": [4.66, 5.65],
  "e_above_lowest_kj_mol": 66.2,
  "elements": ["Ti", "Cl", "C", "C", "C", "Cl", "C", "C", "C", "C", "N", "C", "C", "O", "H", "H", "H", "H", "C", "O", "C", "C", "C", "C", "C", "C", "N", "N", "C", "C", "C", "C", "O", "C", "N", "C", "C", "C", "C", "H", "H", "H", "H", "H", "H", "H", "H", "H", "H", "H", "H", "C", "O", "Si", "C", "C", "C", "Si", "C", "C", "C", "Si", "C", "C", "C", "H", "H", "H", "H", "H", "H", "H", "H", "H", "H", "H", "H", "H", "H", "H", "H", "H", "H", "H", "H", "H", "H", "H", "H", "H", "H", "H", "C", "C", "C", "C", "O", "H", "H", "H", "H", "H", "H", "H", "H", "H", "O", "C", "C", "C", "C", "O", "N", "H", "H", "H", "H"],
  "positions_angstrom": [[0.73, 0.11, -0.03], [-3.43, -2.51, -0.25], [-2.57, -3.02, 1.19], [-3.27, -3.88, 2.03], [-2.70, -4.39, 3.16], [-3.62, -5.47, 4.19], [-1.36, -4.06, 3.47], [-0.66, -4.62, 4.57], [0.65, -4.30, 4.76], [1.25, -3.39, 3.88], [0.63, -2.83, 2.88], [-0.65, -3.16, 2.63], [-1.26, -2.56, 1.42], [-0.64, -1.76, 0.67], [-4.29, -4.15, 1.78], [-1.18, -5.31, 5.22], [1.21, -4.73, 5.58], [2.30, -3.12, 4.01], [-7.79, -0.43, -1.79], [-6.95, 0.68, -1.90], [-6.06, 0.68, -2.97], [-6.07, -0.25, -4.00], [-5.13, -0.16, -5.02], [-4.15, 0.84, -5.05], [-4.17, 1.77, -3.98], [-5.11, 1.69, -2.98], [-3.29, 0.87, -6.14], [-2.13, 1.50, -6.02], [-1.41, 1.43, -4.86], [-0.59, 2.51, -4.51], [0.14, 2.56, -3.31], [0.10, 1.50, -2.44], [0.69, 1.47, -1.23], [-0.59, 0.34, -2.81], [-0.44, -0.70, -1.94], [-0.99, -1.85, -2.23], [-1.71, -2.05, -3.42], [-1.89, -1.00, -4.29], [-1.34, 0.26, -4.00], [-8.37, -0.29, -0.87], [-7.23, -1.36, -1.71], [-8.48, -0.50, -2.64], [-6.79, -1.05, -4.02], [-5.14, -0.88, -5.83], [-3.43, 2.56, -3.95], [-5.10, 2.41, -2.17], [-0.57, 3.35, -5.19], [0.73, 3.44, -3.06], [-0.85, -2.64, -1.51], [-2.14, -3.02, -3.62], [-2.45, -1.13, -5.20], [1.10, -0.13, 4.46], [1.43, -0.06, 3.10], [2.94, 0.18, 2.45], [3.92, 1.08, 3.80], [3.86, -1.45, 2.33], [2.58, 1.12, 0.88], [4.08, 1.18, -0.26], [5.52, 2.18, 0.52], [5.03, -0.44, -0.55], [3.83, 2.10, -1.88], [2.07, 2.87, 1.40], [0.95, 2.92, 2.92], [3.52, 3.95, 2.01], [1.33, 4.01, 0.10], [1.25, 0.83, 4.95], [1.67, -0.89, 4.99], [0.04, -0.40, 4.53], [3.94, 0.44, 4.69], [3.51, 2.04, 4.08], [4.96, 1.23, 3.49], [4.05, -1.79, 3.35], [4.83, -1.32, 1.85], [3.29, -2.21, 1.81], [5.70, 1.91, 1.57], [5.37, 3.25, 0.47], [6.43, 1.94, -0.04], [5.96, -0.42, 0.02], [5.29, -0.51, -1.61], [4.50, -1.33, -0.26], [3.58, 3.15, -1.69], [3.05, 1.66, -2.49], [4.77, 2.07, -2.43], [1.56, 2.88, 3.83], [0.24, 2.11, 2.95], [0.42, 3.87, 2.93], [4.30, 3.41, 2.54], [3.10, 4.69, 2.70], [4.00, 4.50, 1.19], [0.51, 3.57, -0.46], [2.10, 4.30, -0.63], [0.99, 4.91, 0.61], [-1.90, 2.83, 1.31], [-1.85, 1.32, 1.12], [-2.61, 0.96, -0.15], [-2.42, 0.60, 2.33], [-0.49, 0.90, 0.98], [-2.93, 3.17, 1.17], [-1.27, 3.33, 0.58], [-1.58, 3.13, 2.31], [-3.68, 1.12, 0.00], [-2.45, -0.07, -0.42], [-2.29, 1.60, -0.98], [-3.46, 0.92, 2.49], [-1.84, 0.85, 3.22], [-2.40, -0.48, 2.19], [1.69, -4.11, 0.65], [2.00, -3.40, -0.27], [2.71, -3.96, -1.52], [2.75, -2.80, -2.49], [2.28, -1.66, -1.61], [2.26, -0.47, -1.96], [1.85, -2.02, -0.40], [2.16, -4.84, -1.87], [3.70, -4.29, -1.21], [2.04, -2.90, -3.32], [3.73, -2.56, -2.90]],
  "lowdin_charge": [1.158, 0.718, -0.564, -0.168, -0.628, 0.604, -0.182, -0.056, -0.066, -0.160, 0.143, -0.118, -0.392, -0.123, 0.091, 0.073, 0.091, 0.090, -0.124, -0.112, -0.298, -0.051, -0.059, -0.351, -0.025, -0.026, -0.046, -0.024, -0.299, -0.051, -0.008, -0.318, -0.242, -0.162, 0.077, -0.155, -0.049, 0.009, -0.073, 0.083, 0.092, 0.083, 0.089, 0.096, 0.104, 0.110, 0.093, 0.109, 0.099, 0.097, 0.102, -0.163, -0.294, 0.311, -0.158, -0.142, -0.454, 0.439, -0.198, -0.179, -0.162, 0.452, -0.175, -0.196, -0.169, 0.073, 0.072, 0.084, 0.029, 0.009, 0.020, 0.026, 0.016, 0.018, 0.010, 0.003, 0.024, 0.024, 0.033, 0.000, 0.017, 0.015, 0.031, 0.017, 0.006, 0.032, 0.001, 0.029, 0.017, 0.001, 0.018, 0.036, -0.023, -0.613, -0.025, -0.002, -0.259, 0.088, 0.073, 0.062, 0.091, 0.029, 0.090, 0.089, 0.079, 0.070, 0.061, -0.485, -0.089, -0.080, -0.558, -0.029, 0.118, 0.110, 0.114, 0.120, 0.113]
}

=====

[6]
{
  "formula": "C2H8N3S2",
  "method": "the ωB97M-V functional and the def2-TZVPD basis",
  "multiplicity": 1,
  "total_charge": 1,
  "gap_ev": 10.87,
  "e_above_lowest_kj_mol": 129.6,
  "elements": ["C", "C", "N", "N", "N", "S", "S", "H", "H", "H", "H", "H", "H", "H", "H"],
  "positions_angstrom": [[-3.37, -1.28, -2.02], [0.13, -0.23, 0.87], [-0.06, 0.28, -0.32], [1.21, -0.41, 1.60], [-2.89, -0.85, -1.10], [-1.31, -0.70, 1.70], [3.18, 1.20, -0.74], [-2.30, -0.59, 0.72], [-3.98, -1.58, -2.87], [0.66, 0.73, -0.76], [1.08, -0.47, 2.59], [2.13, -0.04, 1.18], [3.21, 2.45, -0.89], [-0.97, 0.22, -0.68], [3.28, 1.27, 0.73]],
  "lowdin_charge": [0.026, -0.763, 0.171, 0.120, 0.056, 0.910, 0.589, -0.116, 0.098, 0.008, 0.110, 0.074, -0.250, 0.050, -0.084]
}

=====

no.,calculated total energy (eV)
1,-8728.57704
2,-53201.22112
3,-113595.80137
4,-11894.04762
5,-139084.39663
6,-28337.06186